Record 1
Below is a molecular structure, C17H34N17O7P2SeW, with properties calculated with wB97M-V/def2-TZVPD.

Computed properties:
Largest force on an atom in eV/Å: 1.23
Total charge: +1
Energy above the lowest of the compared OMol25 structures with the same formula, charge and spin in kJ/mol: 92.5
Expectation value of S²: 2.050
E in Ha: -5277.006995
Kohn-Sham gap (spin up / spin down) in eV: 5.6 / 7.2
LUMO energy (spin up / spin down) in eV: -3.288 / -4.076
2S+1: 3

CARTESIAN COORDINATES (ANGSTROEM)
W: -0.617 -0.180 -0.043
C: -1.009 4.822 1.963
C: -1.379 3.342 1.892
O: -2.445 2.991 2.799
P: -2.219 2.880 0.333
O: -3.707 3.329 0.583
O: -1.882 3.626 -1.001
O: -2.110 1.388 0.134
P: 0.109 2.293 2.305
O: -0.287 1.999 3.864
O: 1.421 2.951 2.297
O: -0.134 0.883 1.683
H: -1.880 5.444 1.754
H: -0.203 5.053 1.262
H: -0.651 5.064 2.964
H: -2.033 2.771 3.649
H: -4.007 3.143 1.487
H: -1.827 4.592 -0.974
H: 0.422 2.341 4.425
N: 1.215 0.765 -3.092
C: 1.006 1.689 -2.119
N: 1.445 2.923 -2.181
N: 1.041 3.486 -1.016
N: 0.418 2.647 -0.303
N: 0.355 1.453 -0.975
C: 0.614 -0.459 -3.020
N: 0.563 -1.286 -4.032
N: -0.045 -2.390 -3.527
N: -0.328 -2.230 -2.298
N: 0.105 -0.976 -1.904
H: 1.540 1.085 -3.992
N: -0.528 -2.365 0.325
C: -0.107 -2.947 1.625
C: -1.199 -2.776 2.657
C: -1.528 -1.319 2.873
N: -2.051 -0.711 1.619
H: -1.496 -2.666 0.147
H: -0.012 -2.763 -0.450
H: 0.822 -2.482 1.943
H: 0.090 -4.006 1.460
H: -0.888 -3.224 3.601
H: -2.092 -3.315 2.329
H: -0.651 -0.756 3.175
H: -2.276 -1.202 3.655
H: -2.455 0.193 1.819
H: -2.786 -1.310 1.224
C: 4.134 -0.912 -2.052
N: 3.092 -1.401 -1.155
C: 2.504 -2.671 -1.552
C: 2.774 -0.746 -0.013
N: 1.533 -0.644 0.449
N: 3.816 -0.192 0.647
C: 5.098 -0.891 0.732
C: 3.635 0.899 1.590
H: 3.734 -0.898 -3.067
H: 5.015 -1.559 -2.041
H: 4.427 0.098 -1.780
H: 3.294 -3.421 -1.631
H: 2.010 -2.604 -2.519
H: 1.796 -3.005 -0.810
H: 1.544 -0.321 1.408
H: 5.040 -1.858 0.242
H: 5.345 -1.053 1.782
H: 5.900 -0.309 0.277
H: 2.827 1.554 1.288
H: 4.546 1.496 1.609
H: 3.455 0.529 2.607
Se: -4.372 -3.934 -0.478
N: -4.766 -3.263 -2.081
C: -4.056 -2.161 -2.239
C: -4.091 -1.334 -3.378
C: -3.311 -0.177 -3.365
C: -2.509 0.123 -2.302
N: -2.381 -0.682 -1.180
C: -3.175 -1.804 -1.113
N: -3.196 -2.606 -0.086
H: -4.716 -1.599 -4.220
H: -3.335 0.516 -4.195
H: -1.945 1.041 -2.293

Results of the Mulliken charge analysis, in e, for atoms 1 through 4: atom 1 (W): 1.984, atom 2 (C): -1.820, atom 3 (C): 1.674, atom 4 (O): -0.763

Record 2
Below is 6 unconnected molecules or ions with the total composition C17H34N2O16S, with properties calculated with wB97M-V/def2-TZVPD.

Computed properties:
Largest force on an atom in eV/Å: 13.74
Total charge: 0
Energy above the lowest of the compared OMol25 structures with the same formula, charge and spin in kJ/mol: 815.9
E in Ha: -2378.999069
Kohn-Sham gap in eV: 5.9
LUMO energy in eV: -0.265

CARTESIAN COORDINATES (ANGSTROEM)
C: -36.891 22.488 38.350
N: -37.706 23.161 37.302
C: -37.796 24.621 37.713
C: -37.093 23.175 36.028
C: -39.145 22.599 37.213
C: -39.136 21.101 36.711
O: -40.435 20.485 37.014
H: -36.703 21.358 37.838
H: -37.443 22.419 39.514
H: -36.087 23.054 38.521
H: -38.561 25.032 37.043
H: -36.688 25.156 37.751
H: -38.181 24.830 38.612
H: -37.475 23.637 34.978
H: -36.886 22.067 35.774
H: -35.987 23.558 35.960
H: -39.814 23.099 36.420
H: -39.545 22.969 37.915
H: -38.412 20.377 37.159
H: -39.048 20.960 35.657
H: -40.737 20.253 36.262
N: -43.913 18.972 34.921
O: -44.356 20.004 34.386
O: -44.679 17.992 34.950
O: -42.799 18.957 35.288
O: -36.965 16.175 35.644
S: -37.727 17.274 34.893
O: -37.777 18.513 35.362
O: -37.131 17.394 33.350
C: -35.922 16.970 33.234
C: -35.432 17.209 31.801
C: -39.339 16.512 34.718
H: -35.841 15.839 33.488
H: -35.376 17.526 33.975
H: -34.598 16.606 31.226
H: -35.202 18.162 31.515
H: -35.963 17.089 31.061
H: -39.171 15.425 34.294
H: -40.013 17.206 33.935
H: -39.676 16.403 35.792
C: -37.650 20.285 31.357
C: -38.589 20.594 32.608
O: -37.636 21.344 33.373
C: -36.511 21.408 32.868
O: -35.644 22.096 33.410
O: -36.355 20.759 31.686
H: -38.166 20.651 30.468
H: -37.551 19.324 31.187
H: -38.888 19.648 33.170
H: -39.303 21.167 32.348
C: -35.725 25.893 33.169
C: -34.739 26.353 34.224
O: -35.606 26.845 35.282
C: -36.889 26.599 34.892
O: -37.916 26.885 35.422
O: -37.009 26.012 33.734
H: -35.791 24.926 32.857
H: -35.442 26.302 32.319
H: -33.942 26.904 33.786
H: -34.360 25.625 34.680
C: -34.340 19.362 37.149
C: -32.996 19.255 36.494
O: -32.610 20.576 36.154
C: -33.655 21.317 36.220
O: -33.725 22.476 35.856
O: -34.587 20.705 36.686
H: -33.932 19.527 38.071
H: -35.141 18.596 36.958
H: -33.088 18.616 35.653
H: -32.280 18.705 36.853

Results of the natural (NBO) charge analysis, in e, for atoms 1 through 4: atom 1 (C): -0.400, atom 2 (N): -0.249, atom 3 (C): -0.414, atom 4 (C): -0.535

Record 3
Below is 3 unconnected molecules or ions with the total composition C17H34N2O7SSi, with properties calculated with wB97M-V/def2-TZVPD.

Computed properties:
Largest force on an atom in eV/Å: 1.79
Total charge: 0
E in Ha: -1992.026504
SMILES: C#C[C@H]1COS(=O)(=O)[C@H](O)[C@@H]1CCO[Si](C)(C)C.CNC(C)=O.CNC(C)=O
Kohn-Sham gap in eV: 9.3
LUMO energy in eV: 0.116

CARTESIAN COORDINATES (ANGSTROEM)
C: 3.158 2.066 1.582
C: 2.257 1.539 0.990
C: 1.225 0.838 0.229
C: 0.035 0.612 1.173
O: -0.724 -0.509 0.684
S: -1.463 -0.257 -0.699
O: -1.417 -1.505 -1.394
O: -2.774 0.304 -0.521
C: -0.482 0.975 -1.695
O: -0.139 0.339 -2.879
C: 0.731 1.638 -0.975
C: 1.829 2.045 -1.972
C: 2.999 1.069 -2.079
O: 2.590 -0.286 -2.169
Si: 2.731 -1.099 -3.624
C: 2.356 0.003 -5.100
C: 1.459 -2.475 -3.565
C: 4.438 -1.863 -3.804
H: 3.858 2.394 2.318
H: 1.578 -0.150 -0.062
H: -0.594 1.498 1.256
H: 0.423 0.323 2.140
H: -1.198 1.770 -1.893
H: -0.843 0.464 -3.525
H: 0.320 2.557 -0.554
H: 2.247 2.993 -1.629
H: 1.396 2.251 -2.947
H: 3.615 1.371 -2.932
H: 3.633 1.177 -1.201
H: 3.243 0.452 -5.547
H: 1.672 0.807 -4.836
H: 1.884 -0.622 -5.857
H: 0.517 -2.151 -3.997
H: 1.810 -3.373 -4.069
H: 1.270 -2.716 -2.519
H: 4.393 -2.926 -3.579
H: 5.185 -1.385 -3.174
H: 4.756 -1.781 -4.844
C: 0.231 1.242 4.818
N: 1.655 1.441 4.642
C: 2.655 1.381 5.559
C: 2.275 1.059 6.985
O: 3.811 1.585 5.224
H: -0.100 0.410 4.194
H: -0.302 2.145 4.515
H: -0.027 1.021 5.848
H: 1.982 1.658 3.711
H: 3.180 1.051 7.584
H: 1.592 1.810 7.384
H: 1.798 0.080 7.048
C: -4.853 -1.889 0.395
N: -5.985 -2.490 1.081
C: -7.302 -2.183 0.964
C: -7.669 -1.075 0.001
O: -8.147 -2.778 1.612
H: -4.319 -2.646 -0.180
H: -4.165 -1.460 1.124
H: -5.173 -1.102 -0.277
H: -5.805 -3.235 1.735
H: -8.747 -0.952 0.024
H: -7.197 -0.136 0.291
H: -7.360 -1.325 -1.014

Results of the natural (NBO) charge analysis, in e, for atoms 1 through 4: atom 1 (C): -0.216, atom 2 (C): -0.032, atom 3 (C): -0.366, atom 4 (C): -0.053

Record 4
Below is 3 unconnected molecules or ions with the total composition C17H34N5O, with properties calculated with wB97M-V/def2-TZVPD.

Computed properties:
Largest force on an atom in eV/Å: 5.39
Total charge: +1
E in Ha: -1016.836658
Kohn-Sham gap in eV: 8.8
LUMO energy in eV: -4.355

CARTESIAN COORDINATES (ANGSTROEM)
C: 0.557 3.436 -3.458
C: -0.634 2.384 -3.164
C: -0.381 1.149 -4.129
C: -0.554 2.058 -1.609
C: -1.646 2.976 -0.856
C: -0.872 0.560 -1.211
O: 0.189 -0.382 -1.485
C: 1.244 -0.326 -0.530
C: 2.528 -0.056 -1.457
N: 3.259 1.039 -0.769
C: 2.436 1.411 0.368
N: 2.922 2.446 1.043
N: 1.195 0.651 0.590
H: 0.232 4.128 -4.281
H: 1.537 2.910 -3.678
H: 0.727 4.040 -2.509
H: -1.608 2.903 -3.378
H: 0.732 0.974 -4.230
H: -0.966 0.222 -3.884
H: -0.728 1.473 -5.163
H: 0.445 2.388 -1.185
H: -1.641 2.645 0.227
H: -1.430 4.074 -0.969
H: -2.651 2.674 -1.277
H: -1.752 0.237 -1.856
H: -1.259 0.473 -0.145
H: 1.422 -1.309 0.014
H: 2.103 0.206 -2.471
H: 3.019 -1.068 -1.554
H: 3.101 1.825 -1.422
H: 3.923 2.534 1.244
H: 2.336 3.231 1.353
H: 1.373 0.291 1.539
C: -0.028 -0.965 6.232
C: 0.283 -1.349 4.790
C: 1.726 -1.031 4.386
C: 1.981 0.438 4.512
N: 2.172 1.579 4.615
H: 0.073 0.111 6.393
H: -1.054 -1.235 6.483
H: 0.640 -1.480 6.927
H: -0.411 -0.825 4.125
H: 0.105 -2.419 4.660
H: 1.904 -1.336 3.351
H: 2.431 -1.570 5.023
C: -3.349 -4.466 -1.367
C: -2.201 -3.525 -1.715
C: -1.430 -3.044 -0.483
C: -2.343 -2.295 0.432
N: -3.051 -1.709 1.143
H: -4.100 -3.973 -0.747
H: -3.850 -4.805 -2.276
H: -2.985 -5.347 -0.832
H: -2.600 -2.664 -2.260
H: -1.510 -4.039 -2.388
H: -0.613 -2.385 -0.784
H: -1.001 -3.893 0.056

Results of the natural (NBO) charge analysis, in e, for atoms 1 through 4: atom 1 (C): -0.610, atom 2 (C): -0.227, atom 3 (C): -0.623, atom 4 (C): -0.218